(1)
Below is a cluster of 2 separate species, CH5OS in total, with properties calculated with ωB97M-V with the def2-TZVPD basis set.

CARTESIAN COORDINATES (ANGSTROEM)
S: 0.072 1.357 -0.064
O: -1.440 -1.034 -1.759
C: 0.875 0.307 1.182
H: 0.176 0.005 1.974
H: -0.916 -0.337 -1.301
H: 1.321 -0.626 0.811
H: 1.694 0.846 1.655
H: -1.781 -0.517 -2.498

Lowest unoccupied orbital energy: 4.307 eV
Orbital gap: 6.718 eV
HOMO level: -2.411 eV
Net charge: -1
Maximum force: 0.55 eV Å⁻¹

Mulliken population analysis, charges in e, atoms 1 to 2: -0.727 -0.627


(2)
Below is a structure of composition CH5OS2, with properties calculated with ωB97M-V with the def2-TZVPD basis set.

CARTESIAN COORDINATES (ANGSTROEM)
S: 1.798 -1.662 -2.091
S: -1.633 0.388 0.793
O: -1.009 -0.746 1.687
C: -0.029 1.042 0.022
H: -0.277 2.106 0.094
H: 0.020 0.685 -1.007
H: 0.923 0.783 0.492
H: -1.059 -1.307 0.887
H: 1.266 -1.289 -0.877

Lowest unoccupied orbital energy: 3.179 eV
Orbital gap: 5.877 eV
HOMO level: -2.698 eV
Net charge: -1
Maximum force: 4.66 eV Å⁻¹

Mulliken population analysis, charges in e, atoms 1 to 2: -0.819 -0.051


(3)
Below is the ion CH5OS2 with charge -1, with properties calculated with ωB97M-V with the def2-TZVPD basis set.

CARTESIAN COORDINATES (ANGSTROEM)
S: -0.385 0.134 -0.793
S: -1.656 -1.791 -0.274
O: 0.097 1.641 -1.320
C: 0.507 0.329 0.972
H: 1.562 0.571 0.617
H: 0.103 1.267 1.410
H: -1.350 -3.043 -0.241
H: 0.693 1.410 -2.074
H: 0.429 -0.518 1.702

Lowest unoccupied orbital energy: 3.719 eV
Orbital gap: 6.425 eV
HOMO level: -2.706 eV
Net charge: -1
Maximum force: 3.23 eV Å⁻¹

Mulliken population analysis, charges in e, atoms 1 to 2: -0.001 -0.682